1.
The following is a DFT calculation (wB97M-V/def2-TZVPD) of an isolated molecule of C5H8O in a non-equilibrium geometry.

XYZ file:
```
14
C5H8O, DFT wB97M-V/def2-TZVPD
C -2.163 0.139 0.335
C -0.685 0.226 0.059
C 0.071 -0.846 -0.214
C 1.529 -0.608 0.096
C 1.506 0.820 -0.369
O 0.048 1.360 0.167
H -2.493 -0.879 0.086
H -2.368 0.282 1.405
H -2.771 0.856 -0.220
H -0.287 -1.731 -0.698
H 2.154 -1.328 -0.449
H 1.773 -0.697 1.169
H 2.085 1.585 0.111
H 1.601 0.820 -1.476
```

Computed properties:
LUMO energy = 1.14 eV
strongest force on any atom = 2.20 eV/A
SMILES string = CC1=CCCO1
gap between HOMO and LUMO = 9.12 eV
HOMO energy = -8.0 eV
energy above the lowest of the compared OMol25 structures with the same formula, charge and spin = 42.9 kcal per mole


2.
The following is a DFT calculation (wB97M-V/def2-TZVPD) of C3H5O3Pm as an isolated structure in a non-equilibrium geometry.

XYZ file:
```
12
C3H5O3Pm, DFT wB97M-V/def2-TZVPD
H 1.394 0.130 -0.961
C 0.429 0.647 -1.106
C -0.093 1.471 0.016
O 0.009 0.693 1.267
C -0.136 -0.584 1.226
O 0.052 -1.030 2.467
Pm -0.552 -2.734 -1.259
O -0.611 -0.385 -1.305
H 0.449 1.253 -2.023
H -1.423 0.204 -0.983
H 0.595 2.312 0.185
H -0.114 -1.978 2.477
```

Computed properties:
expectation value of S² = 8.757
LUMO energy (spin up / spin down) = -5.75 / -5.65 eV
strongest force on any atom = 2.32 eV/A
gap between HOMO and LUMO (spin up / spin down) = 4.17 / 4.33 eV
HOMO energy (spin up / spin down) = -9.9 / -10.0 eV
energy above the lowest of the compared OMol25 structures with the same formula, charge and spin = 114.2 kcal per mole
total charge = +1
2S+1 = 6


3.
The following is a DFT calculation (wB97M-V/def2-TZVPD) of C5H6O4Tm as an isolated structure in a non-equilibrium geometry.

XYZ file:
```
16
C5H6O4Tm, DFT wB97M-V/def2-TZVPD
O 2.823 1.128 -0.852
C 2.216 0.357 -0.056
O 2.800 -0.063 0.984
O 0.970 0.008 -0.295
C 0.117 -0.268 0.814
C -1.294 -0.587 0.341
Tm 4.973 1.015 0.371
H 0.144 0.560 1.533
H 0.492 -1.150 1.348
H -1.429 -1.600 0.755
H -2.292 -1.215 -1.594
C -1.896 1.138 -0.282
C -1.747 -0.400 -1.101
O -2.298 2.169 -0.137
H -2.585 -0.976 0.021
H -0.994 -0.117 -1.851
```

Computed properties:
expectation value of S² = 2.007
LUMO energy (spin up / spin down) = -15.57 / -16.01 eV
strongest force on any atom = 5.22 eV/A
gap between HOMO and LUMO (spin up / spin down) = 4.07 / 2.78 eV
HOMO energy (spin up / spin down) = -19.6 / -18.8 eV
energy above the lowest of the compared OMol25 structures with the same formula, charge and spin = 131.2 kcal per mole
total charge = +3
2S+1 = 3


4.
The following is a DFT calculation (wB97M-V/def2-TZVPD) of a 5-piece molecular cluster, C15H36ClN3O14P overall in a non-equilibrium geometry.

XYZ file:
```
70
C15H36ClN3O14P, DFT wB97M-V/def2-TZVPD
Cl 2.315 3.385 -1.790
O 1.022 3.879 -1.410
O 2.162 2.243 -2.662
O 3.025 4.380 -2.560
O 3.065 2.959 -0.637
O -2.322 -0.685 -1.355
P -2.256 -0.614 0.125
N -3.649 0.030 0.848
C -4.389 1.115 0.234
C -4.043 -0.216 2.240
N -0.954 0.166 0.810
C -0.562 1.486 0.291
C -0.910 0.159 2.279
N -2.161 -2.165 0.840
C -0.883 -2.826 0.604
C -3.297 -3.092 0.725
H -4.675 0.914 -0.800
H -3.791 2.034 0.245
H -5.309 1.373 0.761
H -5.111 -0.459 2.239
H -3.930 0.678 2.857
H -3.520 -1.087 2.624
H -0.066 1.337 -0.670
H -1.385 2.175 0.100
H 0.208 1.918 0.922
H -1.351 1.062 2.703
H -1.347 -0.750 2.689
H 0.134 0.092 2.601
H -0.060 -2.138 0.803
H -0.757 -3.725 1.205
H -0.764 -3.036 -0.467
H -4.153 -2.575 1.161
H -3.085 -3.998 1.285
H -3.498 -3.257 -0.338
C 2.766 -0.188 -0.035
O 3.677 -1.250 -0.312
C 3.176 -2.432 -0.638
O 2.012 -2.699 -0.717
O 4.223 -3.264 -0.748
C 3.908 -4.505 -1.367
H 2.373 0.219 -0.971
H 3.265 0.613 0.495
H 1.861 -0.562 0.452
H 3.394 -4.318 -2.309
H 3.387 -5.163 -0.670
H 4.832 -5.019 -1.631
C -0.221 -2.680 -6.824
O 0.603 -1.537 -6.706
C 0.931 -0.931 -5.565
O 1.608 0.051 -5.536
O 0.376 -1.551 -4.534
C 0.712 -1.192 -3.180
H 0.379 -3.508 -6.434
H -0.482 -2.807 -7.870
H -1.133 -2.615 -6.229
H 0.709 -0.124 -2.977
H 1.696 -1.621 -3.002
H 0.014 -1.695 -2.519
C -0.149 4.906 6.156
O 0.997 4.641 5.363
C 0.953 3.910 4.246
O -0.020 3.308 3.874
O 2.091 4.028 3.632
C 2.337 3.222 2.491
H 0.198 5.524 6.983
H -0.620 4.012 6.558
H -0.777 5.540 5.527
H 1.652 3.461 1.680
H 2.209 2.154 2.690
H 3.355 3.312 2.127
```

Computed properties:
LUMO energy = 2.41 eV
strongest force on any atom = 2.37 eV/A
gap between HOMO and LUMO = 8.39 eV
HOMO energy = -6.0 eV
energy above the lowest of the compared OMol25 structures with the same formula, charge and spin = 17.4 kcal per mole
total charge = -1


5.
The following is a DFT calculation (wB97M-V/def2-TZVPD) of an isolated ion of composition C4H10NSi and charge +1 in a non-equilibrium geometry.

XYZ file:
```
16
C4H10NSi, DFT wB97M-V/def2-TZVPD
C -3.086 -0.728 0.907
C -1.724 -0.559 0.564
N -0.682 -0.544 0.055
Si 1.126 -0.445 -0.247
C 0.998 0.121 -2.134
C 1.873 0.902 0.963
H -3.452 0.062 1.540
H -3.814 -0.866 -0.030
H -3.180 -1.787 1.464
H 1.345 -1.708 0.390
H 0.159 0.918 -2.185
H 1.949 0.424 -2.597
H 0.645 -0.741 -2.741
H 1.320 1.808 0.938
H 2.129 0.507 1.965
H 2.885 1.006 0.640
```

Computed properties:
LUMO energy = -4.06 eV
strongest force on any atom = 4.11 eV/A
SMILES string = CC#[N+][SiH](C)C
gap between HOMO and LUMO = 10.92 eV
HOMO energy = -15.0 eV
energy above the lowest of the compared OMol25 structures with the same formula, charge and spin = 7.8 kcal per mole
total charge = +1


6.
The following is a DFT calculation (wB97M-V/def2-TZVPD) of C4H12F9FeN2O14S3 as an isolated structure in a non-equilibrium geometry.

XYZ file:
```
45
C4H12F9FeN2O14S3, DFT wB97M-V/def2-TZVPD
Fe 6.372 -19.024 -14.663
C 8.196 -18.452 -18.931
F 9.158 -19.338 -18.763
F 8.497 -17.269 -18.387
F 7.988 -18.199 -20.210
S 6.660 -19.129 -18.138
O 6.821 -19.147 -16.675
O 5.547 -18.259 -18.490
O 6.552 -20.484 -18.686
C 3.428 -16.515 -12.651
F 4.484 -15.728 -12.894
F 2.733 -15.994 -11.672
F 2.780 -16.638 -13.815
S 3.948 -18.266 -12.145
O 4.537 -18.163 -10.846
O 2.723 -19.030 -12.234
O 4.951 -18.686 -13.168
C 9.075 -21.074 -11.654
F 9.901 -20.028 -11.758
F 9.387 -21.883 -12.653
F 9.209 -21.645 -10.472
S 7.282 -20.477 -11.759
O 7.283 -19.601 -12.970
O 6.479 -21.683 -12.013
O 6.995 -19.804 -10.526
O 6.147 -16.896 -14.756
H 5.279 -16.486 -14.855
H 6.728 -16.184 -14.461
O 8.447 -18.525 -14.829
H 9.011 -17.756 -14.971
H 9.046 -19.287 -14.762
O 4.531 -18.849 -15.661
H 4.141 -19.572 -16.170
H 4.021 -18.069 -15.908
O 5.618 -20.950 -14.471
H 5.627 -21.472 -13.633
H 5.444 -21.582 -15.178
C 9.033 -21.898 -16.203
O 8.300 -21.207 -15.494
N 8.647 -23.100 -16.704
N 10.266 -21.487 -16.619
H 7.643 -23.185 -16.647
H 9.041 -23.463 -17.553
H 10.946 -22.090 -17.041
H 10.556 -20.551 -16.415
```

Computed properties:
expectation value of S² = 8.755
LUMO energy (spin up / spin down) = -0.64 / -3.25 eV
strongest force on any atom = 4.06 eV/A
gap between HOMO and LUMO (spin up / spin down) = 9.31 / 6.62 eV
HOMO energy (spin up / spin down) = -9.9 / -9.9 eV
energy above the lowest of the compared OMol25 structures with the same formula, charge and spin = 0.0 kcal per mole
2S+1 = 6


7.
The following is a DFT calculation (wB97M-V/def2-TZVPD) of an isolated molecule of C6H9BO4 in a non-equilibrium geometry.

XYZ file:
```
20
C6H9BO4, DFT wB97M-V/def2-TZVPD
C -1.823 1.876 1.685
C -0.533 1.404 1.663
C 0.073 0.597 0.523
C 0.492 -0.802 0.979
C 0.380 -1.521 -0.395
B 1.234 -0.893 -1.598
O 2.418 -0.186 -1.425
O 0.730 -1.048 -2.893
C -1.031 -1.003 -0.719
O -1.995 -1.542 -1.011
O -0.880 0.363 -0.510
H -2.582 1.477 2.362
H -2.161 2.713 1.070
H 0.137 1.645 2.496
H 0.927 1.219 0.216
H -0.284 -1.319 1.557
H 1.434 -0.908 1.512
H 0.553 -2.600 -0.421
H 2.306 0.674 -1.856
H 0.606 -0.149 -3.235
```

Computed properties:
LUMO energy = -0.02 eV
strongest force on any atom = 5.23 eV/A
SMILES string = C=C[C@H]1C[C@H](B(O)O)C(=O)O1
gap between HOMO and LUMO = 7.89 eV
HOMO energy = -7.9 eV
energy above the lowest of the compared OMol25 structures with the same formula, charge and spin = 14.6 kcal per mole


8.
The following is a DFT calculation (wB97M-V/def2-TZVPD) of C22H49N2OP3SV as an isolated structure in a non-equilibrium geometry.

XYZ file:
```
79
C22H49N2OP3SV, DFT wB97M-V/def2-TZVPD
V 0.152 -0.219 -0.146
P -0.772 -0.801 1.873
P 2.006 -1.540 -0.378
P -1.284 -1.602 -1.232
H 0.780 1.808 -1.891
C -0.181 1.291 -1.832
C -1.070 1.601 -0.778
H -0.812 2.405 -0.078
C -0.304 0.137 3.362
C -0.445 -2.507 2.465
C -2.597 -0.665 1.990
C 2.800 -0.932 -1.906
C 3.370 -1.369 0.824
C 1.933 -3.351 -0.575
C -2.952 -0.941 -1.621
C -1.711 -3.305 -0.706
C -0.693 -1.919 -2.927
H -0.539 0.880 -2.778
H -2.134 1.336 -0.799
H -0.307 1.220 3.169
H 0.701 -0.159 3.688
H -1.035 -0.104 4.148
H 0.638 -2.656 2.572
H -0.845 -3.260 1.778
H -0.923 -2.624 3.448
H -2.920 0.313 1.607
H -2.872 -0.742 3.052
H -3.105 -1.459 1.426
H 3.777 -1.425 -1.990
H 2.950 0.150 -1.845
H 2.202 -1.147 -2.797
H 4.110 -2.157 0.630
H 2.998 -1.473 1.850
H 3.846 -0.386 0.723
H 2.957 -3.749 -0.550
H 1.462 -3.628 -1.525
H 1.366 -3.801 0.254
H -3.472 -1.678 -2.244
H -2.872 -0.001 -2.176
H -3.529 -0.766 -0.708
H -2.297 -3.781 -1.503
H -2.315 -3.294 0.207
H -0.807 -3.899 -0.536
H -1.513 -2.353 -3.510
H 0.155 -2.610 -2.951
H -0.374 -0.986 -3.400
C 1.448 -1.849 -5.969
C 2.401 -1.776 -7.006
C 1.982 -1.248 -8.240
C 0.661 -0.820 -8.435
C -0.284 -1.005 -7.420
C 0.094 -1.615 -6.226
O 1.729 -2.075 -4.636
H 2.687 -2.087 -4.416
H 3.431 -2.117 -6.866
H 2.689 -1.155 -9.070
H 0.359 -0.351 -9.375
H -1.312 -0.682 -7.534
H -0.622 -1.842 -5.445
C 2.462 3.826 -0.350
N 1.571 4.057 0.779
C 1.278 5.443 1.144
C 1.013 3.032 1.432
S 1.575 1.450 1.000
N 0.153 3.294 2.504
C 0.703 3.538 3.850
C -1.212 3.790 2.253
H 2.826 4.802 -0.682
H 1.939 3.344 -1.184
H 3.320 3.205 -0.066
H 0.310 5.763 0.724
H 1.251 5.546 2.237
H 2.072 6.074 0.731
H 0.016 3.120 4.601
H 1.675 3.037 3.941
H 0.824 4.616 4.052
H -1.236 4.545 1.447
H -1.870 2.954 1.967
H -1.609 4.254 3.168
```

Computed properties:
expectation value of S² = 2.047
LUMO energy (spin up / spin down) = -11.18 / -11.00 eV
strongest force on any atom = 3.92 eV/A
gap between HOMO and LUMO (spin up / spin down) = 3.35 / 3.54 eV
HOMO energy (spin up / spin down) = -14.5 / -14.5 eV
total charge = +3
2S+1 = 3


9.
The following is a DFT calculation (wB97M-V/def2-TZVPD) of a 2-piece molecular cluster, C11H17N3O6PS overall in a non-equilibrium geometry.

XYZ file:
```
39
C11H17N3O6PS, DFT wB97M-V/def2-TZVPD
N -0.390 1.902 4.812
P -1.718 2.038 3.735
O -0.955 2.620 2.412
C -2.035 0.241 3.438
C -1.292 -0.876 3.565
C 0.163 -1.166 3.657
S 1.257 -0.146 2.706
O 2.533 -0.807 2.750
O 0.683 0.085 1.408
C -2.276 -1.999 3.780
O -2.040 -3.115 4.111
O -3.541 -1.506 3.586
C -3.387 -0.237 3.045
O -4.167 0.289 2.331
H -0.736 2.247 5.703
H 0.362 2.538 4.555
H -1.613 2.816 1.729
H 0.504 -1.232 4.692
H 0.339 -2.151 3.206
H 1.423 1.006 3.382
C 0.128 1.711 -1.538
C 1.377 1.201 -2.227
N 1.082 0.099 -3.158
C 0.420 -1.063 -2.837
C 0.408 -1.831 -3.953
N 1.072 -1.130 -4.933
C 1.465 0.035 -4.426
C 1.325 -1.586 -6.303
H -0.353 0.922 -0.962
H 0.398 2.505 -0.845
H -0.594 2.103 -2.254
H 2.098 0.830 -1.499
H 1.858 1.994 -2.796
H 0.032 -1.221 -1.847
H 0.002 -2.806 -4.155
H 2.011 0.796 -4.956
H 2.396 -1.623 -6.481
H 0.855 -0.906 -7.009
H 0.906 -2.579 -6.424
```

Computed properties:
LUMO energy = -3.18 eV
strongest force on any atom = 1.65 eV/A
gap between HOMO and LUMO = 8.14 eV
HOMO energy = -11.3 eV
total charge = +1


10.
The following is a DFT calculation (wB97M-V/def2-TZVPD) of an isolated molecule of C4H6N2O in a non-equilibrium geometry.

XYZ file:
```
13
C4H6N2O, DFT wB97M-V/def2-TZVPD
N 1.683 -1.545 -0.480
C 0.964 -0.588 -0.100
O 1.175 0.431 0.722
C 0.182 1.455 0.401
C -0.839 0.866 -0.528
C -1.566 -0.249 0.072
N -0.352 -0.648 -0.555
H 2.601 -1.425 -0.083
H -0.217 1.821 1.349
H 0.717 2.256 -0.105
H -2.403 -0.707 -0.443
H -1.506 -0.453 1.117
H -0.438 -1.214 -1.368
```

Computed properties:
LUMO energy = 0.81 eV
strongest force on any atom = 2.00 eV/A
gap between HOMO and LUMO = 8.71 eV
HOMO energy = -7.9 eV
energy above the lowest of the compared OMol25 structures with the same formula, charge and spin = 105.2 kcal per mole


11.
The following is a DFT calculation (wB97M-V/def2-TZVPD) of an isolated molecule of C5H11NO.

XYZ file:
```
18
C5H11NO, DFT wB97M-V/def2-TZVPD
C 1.969 1.214 -0.011
C 0.547 1.408 0.538
N -0.530 0.397 0.358
C -0.235 -0.814 1.098
C -0.277 -0.837 -0.383
C -1.483 -1.340 -1.169
O -2.685 -1.084 -0.492
H 2.648 1.800 0.617
H 2.027 1.607 -1.025
H 2.472 0.227 -0.060
H 0.567 1.567 1.621
H 0.125 2.329 0.120
H 0.746 -0.779 1.541
H -1.029 -1.230 1.712
H 0.678 -0.935 -0.897
H -1.454 -0.848 -2.157
H -1.406 -2.422 -1.342
H -2.554 -0.200 -0.109
```

Computed properties:
LUMO energy = 1.02 eV
strongest force on any atom = 0.96 eV/A
SMILES string = CCN1C[C@H]1CO
gap between HOMO and LUMO = 10.38 eV
HOMO energy = -9.4 eV
energy above the lowest of the compared OMol25 structures with the same formula, charge and spin = 54.7 kcal per mole


12.
The following is a DFT calculation (wB97M-V/def2-TZVPD) of C16H19N3O7SSc as an isolated structure in a non-equilibrium geometry.

XYZ file:
```
47
C16H19N3O7SSc, DFT wB97M-V/def2-TZVPD
Sc 0.270 0.261 0.152
O -1.349 -1.227 -0.157
C -1.417 -1.819 -1.441
C -1.252 -0.710 -2.487
N -0.037 0.069 -2.250
C 1.154 -0.583 -2.780
C 1.683 -1.593 -1.718
O 2.265 -2.602 -2.102
O 1.434 -1.265 -0.520
C -0.236 1.457 -2.661
C -1.180 2.116 -1.594
O -2.035 2.901 -1.961
O -0.941 1.714 -0.411
H -1.214 -1.958 0.512
H -2.401 -2.298 -1.564
H -0.636 -2.583 -1.566
H -2.108 -0.035 -2.395
H -1.247 -1.155 -3.497
H 1.948 0.158 -2.912
H 0.975 -1.101 -3.737
H -0.672 1.552 -3.666
H 0.713 2.000 -2.619
O 0.795 0.045 4.131
C 0.683 0.606 3.051
O 0.227 0.026 1.992
C 1.035 2.075 2.935
C 0.726 2.856 4.044
C 0.988 4.212 4.076
C 1.616 4.805 2.990
C 1.952 4.046 1.892
C 1.646 2.683 1.824
S 2.183 1.850 0.375
H 0.277 2.363 4.896
H 0.718 4.800 4.944
H 1.850 5.862 3.004
H 2.458 4.484 1.043
C 1.429 -5.220 -0.585
N 1.536 -4.388 0.601
C 2.825 -3.767 0.844
C 0.455 -3.752 0.947
N -0.572 -3.330 1.269
H 2.024 -6.128 -0.455
H 1.785 -4.676 -1.466
H 0.386 -5.501 -0.729
H 3.564 -4.550 1.039
H 2.746 -3.101 1.701
H 3.134 -3.184 -0.029
```

Computed properties:
LUMO energy = 2.64 eV
strongest force on any atom = 1.65 eV/A
gap between HOMO and LUMO = 7.23 eV
HOMO energy = -4.6 eV
energy above the lowest of the compared OMol25 structures with the same formula, charge and spin = 0.0 kcal per mole
total charge = -1


The following E values (in Eh) correspond, in order, to the records above: -270.48948, -950.92514, -1578.76959, -2612.18479, -502.39054, -4679.62661, -559.79382, -3417.63456, -1784.38349, -340.62731, -327.04424, -2471.30182.